Entry 1:
3 unconnected molecules or ions with the total composition C25H47Br2F5N7O4P2S at a distorted geometry, computed with ωB97M-V/def2-TZVPD.

E_LUMO, eV: -5.152
Frontier orbital gap, eV: 4.26
HOMO energy, Ha: -0.3459
Total charge: +1

Element x y z (Å)
C 11.08225 1.02237 1.95525
C 10.49002 1.80339 1.22023
C 9.79516 2.66300 0.09061
C 8.22974 2.63267 0.26891
C 7.44166 1.59683 -0.47523
N 6.04481 1.56742 -0.35746
C 5.27894 2.44753 0.42020
C 3.70985 2.28165 0.39325
Br 2.79582 3.23562 1.86881
C 3.19937 2.95180 -0.97921
C 3.29369 1.94984 -2.22610
Br 4.11544 4.64591 -1.43336
C 5.95270 3.53980 1.22534
C 7.46205 3.60924 1.11963
S 8.26644 4.97936 2.06021
O 9.70215 4.73538 2.31417
O 7.64014 5.17504 3.38478
C 8.17785 6.48598 0.96534
F 9.38965 7.17844 0.97529
F 8.05714 5.99172 -0.36385
C 6.91097 7.43367 1.20007
F 5.82825 6.81285 1.78888
F 7.31478 8.59408 1.83224
F 6.47505 7.83390 -0.07861
H 11.75051 0.19566 2.32875
H 10.05097 2.19855 -0.90818
H 10.21048 3.71965 0.12825
H 8.02918 0.89077 -1.13755
H 5.54799 0.85172 -0.90909
H 3.42605 1.17513 0.34256
H 2.10871 3.19247 -0.83249
H 3.61039 0.90602 -1.91875
H 4.04598 2.33599 -2.99442
H 2.30317 1.89822 -2.77229
H 5.38552 4.26971 1.87139
O 1.33710 0.09370 -0.43836
P 0.02492 -0.52267 -0.96138
N -0.93044 0.26967 0.22797
C -2.07348 -0.23933 0.96177
C -1.07530 1.71128 0.03093
N 0.47461 -2.11638 -0.46562
C 0.38047 -2.52169 0.93135
C 1.76693 -2.54754 -1.00002
N -1.42878 -1.21012 -1.67070
C -2.21461 -0.34703 -2.54215
C -1.96250 -2.55187 -1.53472
H -2.98120 -0.30105 0.35487
H -2.29986 0.41028 1.81416
H -1.89227 -1.21770 1.39974
H -1.91444 1.93892 -0.63742
H -0.17413 2.14785 -0.40606
H -1.23841 2.22525 0.98380
H 0.78413 -1.76371 1.61092
H 0.92524 -3.45500 1.11488
H -0.65084 -2.74849 1.20060
H 2.60304 -2.13151 -0.42146
H 1.87148 -2.23586 -2.04425
H 1.84366 -3.64070 -0.98724
H -3.14980 -0.04954 -2.05729
H -2.45279 -0.83897 -3.49025
H -1.66295 0.56253 -2.79189
H -2.34153 -2.72788 -0.52516
H -1.22683 -3.31667 -1.78493
H -2.80958 -2.72268 -2.20826
O -5.15819 -2.08481 0.32982
P -6.45271 -2.69700 -0.23097
N -7.44280 -1.90826 0.93388
C -8.60461 -2.41756 1.62980
C -7.57965 -0.46523 0.73818
N -6.01790 -4.29525 0.26705
C -6.15256 -4.71253 1.65683
C -4.71087 -4.71890 -0.23277
N -7.88528 -3.38206 -0.99059
C -8.64364 -2.51389 -1.88173
C -8.42167 -4.72535 -0.87911
H -9.49455 -2.47498 0.99426
H -8.85588 -1.77149 2.47775
H -8.43747 -3.39843 2.06898
H -8.39854 -0.23373 0.04587
H -6.66568 -0.02889 0.33026
H -7.77014 0.04528 1.68768
H -5.76985 -3.96023 2.35432
H -5.61242 -5.64695 1.84831
H -7.19138 -4.94261 1.89384
H -3.89540 -4.30437 0.37423
H -4.57804 -4.39633 -1.27044
H -4.62911 -5.81204 -0.22845
H -9.59407 -2.21855 -1.42591
H -8.85144 -3.00031 -2.83990
H -8.08457 -1.60297 -2.10847
H -8.83216 -4.90935 0.11738
H -7.67743 -5.48738 -1.11009
H -9.24664 -4.89029 -1.58135

Atom charges from the Mulliken analysis, given in e for atoms 1 to 8: number 1, C, carries -0.07; number 2, C, carries -0.32; number 3, C, carries -0.89; number 4, C, carries 0.16; number 5, C, carries -0.55; number 6, N, carries 0.16; number 7, C, carries 0.09; number 8, C, carries -0.45

Entry 2:
A molecular structure, C25H47Cl2NO3P2PmS at a distorted geometry, computed with ωB97M-V/def2-TZVPD.

E_LUMO (spin up / spin down), eV: 2.368 / 2.369
<S²>: 6.01
Frontier orbital gap (spin up / spin down), eV: 6.27 / 6.28
HOMO energy (spin up / spin down), Ha: -0.1435 / -0.1438
Total charge: -1
Spin multiplicity: 5

Element x y z (Å)
Pm -0.45662 -0.53247 -0.39655
Cl 0.68123 0.28050 -2.63013
P -1.06460 -3.20427 -1.06942
C 0.32047 -3.81293 -2.15312
C -1.21635 -4.25640 0.49780
C -2.63112 -3.12825 -2.07765
C 1.67199 -3.13054 -1.83120
H 0.03333 -3.48837 -3.17141
C 0.40369 -5.33794 -2.11106
H 0.75508 -5.68746 -1.13159
H 1.12123 -5.68841 -2.86560
H -0.55956 -5.81466 -2.33292
H 1.68593 -2.07957 -2.16762
H 2.47876 -3.65161 -2.36864
H 1.91773 -3.14991 -0.75744
H -2.31634 -2.55141 -2.97156
C -3.77663 -2.32352 -1.40987
C -3.01736 -4.54553 -2.49940
H -2.29720 -4.95462 -3.21647
H -3.99982 -4.54833 -2.99368
H -3.08061 -5.21882 -1.63032
H -3.42924 -1.60076 -0.65598
H -4.51534 -2.98717 -0.93004
H -4.30508 -1.73550 -2.17555
C 0.07979 -4.15709 1.32664
H -1.36285 -5.30493 0.18110
C -2.42997 -3.80983 1.32791
H 0.96139 -4.54358 0.79846
H -0.02379 -4.74581 2.25093
H 0.29051 -3.11701 1.62853
H -2.36414 -2.73782 1.58558
H -2.46938 -4.37122 2.27489
H -3.38464 -3.97656 0.81095
Cl -2.33252 0.04408 1.38114
H -1.90602 0.15373 -1.53436
P 0.04101 3.48837 -1.14269
C -0.90286 4.05896 -2.61212
C -0.42286 4.32463 0.43988
C 1.83390 3.49105 -1.53063
C -2.13812 3.16196 -2.83883
H -0.20148 3.88225 -3.44958
C -1.19446 5.55302 -2.51444
H -1.87154 5.78514 -1.68034
H -1.67029 5.87696 -3.44883
H -0.27133 6.13166 -2.39542
H -1.83773 2.15759 -3.15353
H -2.78559 3.58741 -3.61714
H -2.74166 3.03974 -1.92928
H 1.85576 3.00721 -2.52639
C 2.67325 2.58802 -0.58362
C 2.31571 4.93686 -1.66546
H 1.91371 5.39679 -2.57827
H 3.40923 4.93129 -1.74573
H 2.02606 5.54817 -0.79858
H 2.08955 2.10499 0.21508
H 3.48914 3.14726 -0.10115
H 3.12361 1.75758 -1.14785
C -1.90909 4.09829 0.76672
H -0.22359 5.39723 0.25864
C 0.43691 3.80484 1.60975
H -2.57982 4.45169 -0.02841
H -2.16515 4.65437 1.68066
H -2.10260 3.02705 0.94940
H 0.22337 2.73655 1.80197
H 0.18753 4.36065 2.52747
H 1.51591 3.92295 1.43389
O 4.58550 1.78799 2.95684
S 4.31463 0.37803 2.77250
O 5.40751 -0.56995 2.80680
N 3.30971 0.13529 1.46575
C 2.13396 -0.35289 1.80641
O 1.21690 -0.65696 0.93359
C 1.91037 -0.47853 3.25668
C 0.74178 -0.80479 3.95691
C 0.79895 -0.83781 5.34797
C 1.98360 -0.51202 6.02511
C 3.13330 -0.12956 5.32471
C 3.05756 -0.12673 3.93395
H -0.17111 -1.00350 3.38843
H -0.08579 -1.12331 5.92338
H 2.01537 -0.55337 7.11713
H 4.06929 0.15158 5.80634

Atom charges from the Mulliken analysis, given in e for atoms 1 to 8: number 1, Pm, carries 0.04; number 2, Cl, carries -0.55; number 3, P, carries 0.02; number 4, C, carries 0.65; number 5, C, carries 0.62; number 6, C, carries 0.57; number 7, C, carries -1.14; number 8, H, carries 0.38

Entry 3:
A molecular structure, C25H47Cl2NO3PdSi2 at a distorted geometry, computed with ωB97M-V/def2-TZVPD.

E_LUMO (spin up / spin down), eV: -0.349 / -2.229
<S²>: 2.07
Frontier orbital gap (spin up / spin down), eV: 5.09 / 3.56
HOMO energy (spin up / spin down), Ha: -0.2001 / -0.2128
Total charge: 0
Spin multiplicity: 3

Element x y z (Å)
O -0.33823 -1.17281 -1.78319
O 0.97210 1.13916 -3.99602
C 0.31012 -2.44969 -2.22559
C -0.44216 -3.64936 -1.74078
H 1.32433 -2.37885 -1.82609
H 0.37733 -2.40204 -3.30796
H -0.48953 -3.67998 -0.64983
H 0.11026 -4.52742 -2.08582
H -1.46077 -3.69701 -2.14930
C -1.61166 -0.75478 -2.42719
C -1.52035 -1.04194 -3.90283
H -1.70652 0.31644 -2.22720
H -2.41892 -1.30179 -1.92209
H -0.58556 -0.62906 -4.32680
H -2.35527 -0.55211 -4.41617
H -1.59175 -2.12445 -4.09326
C 0.57171 2.46481 -3.66474
C 2.32703 0.88694 -4.35600
C -0.68617 2.81227 -4.44570
H 1.38422 3.17438 -3.88259
H 0.35488 2.50488 -2.58191
H -0.48812 2.77539 -5.52671
H -1.00959 3.82627 -4.18895
H -1.50178 2.10927 -4.22994
C 2.46466 0.81355 -5.86822
H 2.58622 -0.08504 -3.91620
H 3.00166 1.64489 -3.93190
H 1.74536 0.10979 -6.30609
H 3.47289 0.48549 -6.12723
H 2.28492 1.79832 -6.31649
H -0.25611 -1.07122 -0.70631
Pd -0.26662 -0.39463 1.18679
C 1.36496 -0.10704 -0.12466
Si 3.02679 0.49642 0.45667
H 1.60531 -1.11758 -0.47252
H 1.06148 0.50823 -0.98289
C 4.34027 -0.45639 -0.48512
C 3.33438 0.24558 2.26782
C 3.19906 2.31912 0.10793
C -1.94639 -1.52738 0.95307
Si -3.20091 -0.11127 0.93883
H -2.01004 -2.13160 1.87647
H -1.94962 -2.22702 0.09850
C -4.60727 -0.60214 -0.21728
C -2.47837 1.53540 0.38903
C -3.90310 0.02880 2.66662
H 2.59735 2.63984 -0.74914
H 4.25177 2.55096 -0.09883
H 2.88551 2.89534 0.98703
H 4.27459 -1.54031 -0.31409
H 5.32559 -0.12393 -0.13083
H 4.30459 -0.28302 -1.56884
H 3.01342 -0.74568 2.61147
H 2.78944 1.00036 2.84744
H 4.40795 0.35931 2.46564
H -2.92316 1.81498 -0.57704
H -1.37853 1.55480 0.27371
H -2.75136 2.29787 1.13219
H -4.80943 0.65221 2.64872
H -3.19714 0.46438 3.38707
H -4.18644 -0.97449 3.01786
H -5.52639 -0.09019 0.10015
H -4.78738 -1.68448 -0.15953
H -4.41612 -0.33221 -1.26378
Cl 1.85247 -3.74847 4.63055
C 0.96595 -2.35576 5.01938
C 0.61897 -2.01693 6.31520
C -0.05405 -0.82614 6.60456
Cl -0.47613 -0.50184 8.23606
C -0.37928 0.11352 5.58474
C -0.96060 1.37826 5.80853
C -1.15547 2.24231 4.74730
C -0.80502 1.82212 3.44895
N -0.37137 0.58365 3.21033
C -0.09225 -0.25343 4.22621
C 0.56309 -1.51945 3.91021
O 0.81361 -1.86885 2.71174
H 0.88861 -2.69920 7.11512
H -1.22662 1.66592 6.81927
H -1.56996 3.23209 4.88038
H -0.88128 2.49368 2.59212

Atom charges from the Mulliken analysis, given in e for atoms 1 to 8: number 1, O, carries 0.79; number 2, O, carries 0.06; number 3, C, carries -0.20; number 4, C, carries -1.30; number 5, H, carries 0.32; number 6, H, carries 0.53; number 7, H, carries 0.24; number 8, H, carries 0.48

Entry 4:
A molecular structure, C25H47ClIN6O12Si at a distorted geometry, computed with ωB97M-V/def2-TZVPD.

E_LUMO, eV: -4.185
Frontier orbital gap, eV: 7.70
HOMO energy, Ha: -0.4366
Total charge: +1

Element x y z (Å)
C 1.55252 -0.74628 0.54558
Si 1.75964 1.07877 0.23172
C 1.95986 1.36048 -1.60261
C 3.21907 1.65777 1.20780
N 0.18869 1.80810 0.90710
C -0.48850 2.88008 0.59721
N -1.71229 3.07361 1.23162
C -2.84404 3.26577 0.27679
C -3.89367 2.18234 0.49157
C -3.73327 0.85348 -0.24702
N -2.32671 0.40888 -0.26811
N -4.33657 0.96228 -1.57683
N -4.50111 -0.12543 0.52491
C -2.32407 3.38807 -1.13053
C -1.12468 4.30511 -1.20471
Cl -1.57398 5.95727 -0.69198
N -0.01606 3.73420 -0.39467
I 1.20773 5.17729 0.44834
H 0.49113 -0.98550 0.51870
H 2.03586 -1.28448 -0.25872
H 1.93131 -1.04017 1.51624
H 1.05135 1.62128 -2.13004
H 2.66921 2.17177 -1.74490
H 2.42593 0.47763 -2.02248
H 3.56890 2.64672 0.95062
H 3.99442 0.92717 0.99315
H 3.02800 1.58403 2.27261
H -0.29224 1.26314 1.61153
H -1.62034 3.90454 1.81066
H -3.31763 4.20662 0.52401
H -3.86230 1.94284 1.54664
H -4.88025 2.58058 0.28787
H -2.25932 -0.53042 0.10166
H -2.02074 0.34420 -1.23151
H -3.75944 1.50303 -2.21332
H -4.37060 0.03398 -1.98308
H -5.47908 0.00095 0.29226
H -4.27389 -1.05840 0.19649
H -3.11691 3.80668 -1.73755
H -2.01551 2.45289 -1.52153
H -0.78472 4.40770 -2.22506
C 0.82602 -6.20029 3.57104
C 1.68738 -5.01043 3.89917
C 1.02754 -3.65974 3.70643
O 2.14655 -2.81782 3.37762
C 3.10600 -3.60155 2.82072
O 4.06521 -3.17586 2.26423
O 2.80440 -4.90038 2.98195
H 1.33375 -7.12746 3.82869
H -0.10667 -6.15360 4.13210
H 0.60602 -6.22668 2.50333
H 2.09238 -5.10212 4.90898
H 0.53072 -3.30130 4.60248
H 0.32657 -3.64956 2.86729
C 1.94264 -1.52732 9.95101
C 1.92415 -2.24225 8.62511
C 0.69545 -1.99113 7.76998
O 0.57389 -3.22306 7.04221
C 1.15958 -4.20483 7.77888
O 1.06735 -5.36042 7.53158
O 1.84993 -3.67232 8.80440
H 2.89343 -1.67795 10.45858
H 1.79540 -0.45711 9.80649
H 1.15633 -1.91283 10.59946
H 2.83534 -2.03102 8.05989
H 0.81208 -1.15890 7.08098
H -0.20729 -1.84825 8.36739
C -1.23251 3.67648 -7.32212
C -1.55048 2.42312 -6.54201
C -3.00728 2.24551 -6.17646
O -2.91801 1.51580 -4.93990
C -1.73329 1.78997 -4.39041
O -1.43260 1.47242 -3.28272
O -0.94074 2.45104 -5.22529
H -0.18905 3.68759 -7.63150
H -1.85463 3.73008 -8.21439
H -1.40825 4.56226 -6.71013
H -1.17260 1.54704 -7.04506
H -3.57721 1.67633 -6.90312
H -3.50663 3.19639 -5.98204
C 2.40082 -1.77594 -4.06435
C 2.35380 -1.43097 -5.53339
C 2.18791 0.04272 -5.83240
O 1.46418 0.02629 -7.06742
C 0.76878 -1.14016 -7.13443
O -0.08346 -1.37228 -7.92636
O 1.17109 -1.97471 -6.15535
H 2.62206 -2.83169 -3.91915
H 3.16984 -1.19220 -3.55736
H 1.43652 -1.57443 -3.59519
H 3.22307 -1.83598 -6.05635
H 3.12899 0.57166 -5.95558
H 1.57984 0.54927 -5.07797

Atom charges from the Mulliken analysis, given in e for atoms 1 to 8: number 1, C, carries -0.90; number 2, Si, carries 0.23; number 3, C, carries -0.33; number 4, C, carries -1.12; number 5, N, carries 0.17; number 6, C, carries 0.07; number 7, N, carries -0.27; number 8, C, carries 0.38

Entry 5:
A molecular structure, C25H47F2K3LiN4O8S at a distorted geometry, computed with ωB97M-V/def2-TZVPD.

E_LUMO, eV: -5.677
Frontier orbital gap, eV: 1.22
HOMO energy, Ha: -0.2534
Total charge: +1

Element x y z (Å)
C -2.87722 3.61851 -2.50186
C -1.93230 2.58721 -3.09749
O -2.30062 1.44950 -3.27167
O -0.67209 2.99388 -3.47642
C 0.22276 3.18594 -2.37777
C 1.04685 1.89774 -2.19319
C 2.48686 2.11348 -2.77984
C 3.17935 0.80751 -3.36703
C 3.14935 -0.44246 -2.41369
C 4.27752 -0.45718 -1.26754
C 3.56059 -0.38574 0.02721
N 3.27150 -1.31615 0.83371
C 2.43792 -0.81631 2.02463
C 1.33603 -1.93472 2.13713
O 0.82094 -1.91655 3.40573
N -0.38682 -2.69554 3.44031
O -0.23955 -3.60469 4.14331
N 3.09965 -0.70770 3.20891
C 2.99922 0.42028 3.87303
C 1.76507 1.00022 4.33616
C 4.26201 1.15366 4.24172
C 1.83516 0.41064 1.35282
C 3.05091 0.93179 0.54536
H -3.40431 4.13090 -3.30580
H -3.51906 3.11715 -1.78502
H -2.27188 4.33006 -1.94631
H -0.36514 3.38547 -1.48351
H 0.85621 4.05874 -2.51396
H 0.44591 1.11342 -2.70596
H 1.03165 1.66432 -1.13388
H 3.16975 2.57739 -2.07607
H 2.39569 2.86949 -3.61469
H 4.23035 1.07444 -3.61329
H 2.61572 0.51650 -4.29516
H 2.18361 -0.53827 -1.92335
H 3.26789 -1.35134 -2.99906
H 4.99944 0.37736 -1.40602
H 4.82327 -1.42700 -1.32274
H 3.55608 -2.27438 0.66659
H 0.57382 -1.73842 1.37334
H 1.80530 -2.92215 1.95157
H 1.77879 1.26105 5.42999
H 1.63482 1.95127 3.79229
H 0.85796 0.39968 4.09648
H 4.59160 0.70297 5.18373
H 5.05580 1.00367 3.51247
H 4.04829 2.19197 4.47029
H 1.14190 0.09589 0.56089
H 1.22158 1.08907 1.93056
H 3.74652 1.33677 1.29194
H 2.87769 1.74075 -0.15203
F -0.88006 0.13842 3.61152
K 1.49261 1.15341 -5.22028
C -5.01234 6.11385 -4.95441
C -4.35372 7.32540 -4.28844
O -4.56146 8.42154 -4.82815
O -3.66938 7.01778 -3.28163
H -5.60509 6.39113 -5.82918
H -4.23195 5.40364 -5.26977
H -5.65504 5.62146 -4.25764
F 1.51248 0.55872 7.25926
Li -3.69263 6.58786 -6.88846
K 6.04786 0.28732 -3.21547
C -4.76611 3.05437 -7.93825
O -4.72637 4.24531 -7.28179
H -3.96876 2.31520 -7.67213
H -5.69429 2.45829 -7.79919
H -4.68051 3.09994 -9.04597
C -1.90959 -3.61894 -1.14203
S -0.29122 -2.85440 -1.13900
O 0.18958 -2.81280 -2.56192
C 0.55946 -4.21249 -0.33079
H -2.60131 -2.94674 -1.64473
H -1.86542 -4.56769 -1.67608
H -2.23487 -3.77385 -0.11341
H 0.44071 -5.12210 -0.91912
H 0.15038 -4.34981 0.67009
H 1.61583 -3.96029 -0.25799
K -5.76003 4.27565 -3.24113
C -2.02417 -4.89052 6.79389
C -1.17171 -6.12983 7.03409
C -1.94960 -7.43870 6.85169
C -3.06843 -7.51998 7.79473
N -3.94015 -7.58109 8.53452
H -2.84432 -4.82351 7.50976
H -1.42259 -3.98939 6.90442
H -2.44597 -4.89330 5.78697
H -0.75713 -6.08836 8.04269
H -0.32827 -6.12295 6.34060
H -1.29464 -8.29423 7.01902
H -2.34412 -7.50838 5.83689

Atom charges from the Mulliken analysis, given in e for atoms 1 to 8: number 1, C, carries 0.25; number 2, C, carries 0.59; number 3, O, carries -0.54; number 4, O, carries -0.42; number 5, C, carries -1.14; number 6, C, carries 1.06; number 7, C, carries -2.09; number 8, C, carries -0.26